[1]
Formula: C5H8O2
Source: OMol25
Level of theory: ωB97M-V/def2-TZVPD

Summary:
Kohn-Sham gap in eV: 8.65
ΔE to the lowest compared entry with this formula, charge and spin in eV: 4.3977
Molecular weight in g/mol: 100.1
Net charge: 0

Geometry as XYZ:
```
15
C5H8O2, DFT ωB97M-V/def2-TZVPD
O -0.696 -1.977 -1.184
C 0.192 -0.963 -1.614
C 0.740 -0.060 -0.606
C 0.433 -0.375 0.814
C 0.141 0.949 1.538
C -0.585 1.873 0.583
O -0.659 3.068 0.705
H -0.960 -2.494 -1.954
H -0.251 -0.317 -2.395
H 1.106 -1.380 -2.080
H -1.068 1.344 -0.280
H -0.331 -1.143 0.999
H 1.390 -0.776 1.187
H 1.049 1.462 1.874
H -0.501 0.788 2.413
```

[2]
Formula: C5H8O2
Source: OMol25
Level of theory: ωB97M-V/def2-TZVPD

Summary:
Kohn-Sham gap in eV: 10.09
ΔE to the lowest compared entry with this formula, charge and spin in eV: 1.3754
Molecular weight in g/mol: 100.1
Net charge: 0

Geometry as XYZ:
```
15
C5H8O2, DFT ωB97M-V/def2-TZVPD
C -2.329 -0.032 -0.672
C -1.008 -0.401 -0.008
C 0.240 0.326 -0.544
C 1.400 0.001 0.410
O 1.145 -0.424 1.520
C 2.938 0.141 0.440
O 3.526 1.181 0.574
H -2.558 1.032 -0.549
H -3.146 -0.595 -0.204
H -2.342 -0.265 -1.743
H -0.844 -1.483 -0.088
H -1.071 -0.193 1.062
H 0.423 0.086 -1.602
H 0.083 1.414 -0.512
H 3.410 -0.843 0.652
```

[3]
Formula: C5H8O2S
Source: OMol25
Level of theory: ωB97M-V/def2-TZVPD

Summary:
Kohn-Sham gap in eV: 10.13
ΔE to the lowest compared entry with this formula, charge and spin in eV: 3.2698
Molecular weight in g/mol: 132.2
Net charge: 0

Geometry as XYZ:
```
16
C5H8O2S, DFT ωB97M-V/def2-TZVPD
C -0.735 1.381 0.265
C -1.718 0.345 0.020
C 0.332 0.927 0.897
C -1.364 -0.944 0.705
C -1.429 -0.897 -0.749
O 1.298 -1.246 -0.085
O 3.471 0.525 -0.453
S 0.486 -0.899 1.113
H -0.776 2.361 0.069
H -2.837 0.487 0.144
H 1.235 1.547 1.126
H -1.875 -1.581 1.355
H -2.310 -1.425 -1.367
H -0.577 -0.881 -1.386
H 2.704 -0.006 -0.590
H 4.094 0.306 -1.067
```

[4]
Formula: C5H8O2S
Source: OMol25
Level of theory: ωB97M-V/def2-TZVPD

Summary:
Kohn-Sham gap in eV: 8.72
ΔE to the lowest compared entry with this formula, charge and spin in eV: 1.0274
Molecular weight in g/mol: 132.2
Net charge: 0

Geometry as XYZ:
```
16
C5H8O2S, DFT ωB97M-V/def2-TZVPD
C -0.540 -0.311 2.256
C -0.658 0.488 0.997
C -0.162 0.157 -0.222
C 0.561 -1.176 -0.474
O 1.920 -0.999 -0.794
C -0.327 1.154 -1.303
O 0.334 0.744 -2.396
S -1.068 2.625 -1.161
H -0.811 0.331 3.071
H 0.452 -0.729 2.401
H -1.255 -1.131 2.292
H -1.231 1.369 1.079
H 0.388 -1.885 0.321
H 0.021 -1.611 -1.375
H 1.952 -0.513 -1.651
H 0.424 1.484 -3.040
```

[5]
Formula: C5H8O3
Source: OMol25
Level of theory: ωB97M-V/def2-TZVPD

Summary:
Kohn-Sham gap in eV: 9.65
ΔE to the lowest compared entry with this formula, charge and spin in eV: 5.6890
Molecular weight in g/mol: 116.1
Net charge: 0

Geometry as XYZ:
```
16
C5H8O3, DFT ωB97M-V/def2-TZVPD
O 0.156 -1.247 1.682
C 0.183 -0.446 0.742
C 1.151 0.182 -0.279
O 2.249 -0.731 -0.824
C 0.174 0.445 -1.479
C -0.951 0.968 -1.071
C -1.318 0.025 0.166
O -1.746 0.727 1.191
H 1.576 0.968 0.223
H 2.753 -1.174 -0.088
H 0.126 -0.513 -1.920
H 0.687 1.095 -2.372
H -1.648 0.770 -2.108
H -0.929 2.049 -0.504
H -1.901 -0.737 -0.415
H -1.372 0.496 2.314
```

[6]
Formula: C5H8O3
Source: OMol25
Level of theory: ωB97M-V/def2-TZVPD

Summary:
Kohn-Sham gap in eV: 7.58
ΔE to the lowest compared entry with this formula, charge and spin in eV: 10.5815
Molecular weight in g/mol: 116.1
Net charge: 0

Geometry as XYZ:
```
16
C5H8O3, DFT ωB97M-V/def2-TZVPD
C -1.110 -0.122 0.527
C -1.017 1.180 -0.514
C 0.877 0.685 0.349
C 1.980 -0.429 0.350
C 0.381 -0.791 0.163
H -2.378 -1.083 -0.608
H -1.344 0.314 1.404
H -1.439 2.055 -0.146
H -1.691 0.790 -1.311
H 0.789 0.897 1.440
H 2.559 -0.838 -0.567
H 2.837 -0.425 1.192
H 1.216 -1.986 -1.106
O -2.444 -0.686 0.265
O 0.486 1.554 -0.487
O 0.297 -1.116 -0.952
```

[7]
Formula: C5H8O3
Source: OMol25
Level of theory: ωB97M-V/def2-TZVPD

Summary:
Kohn-Sham gap in eV: 9.78
ΔE to the lowest compared entry with this formula, charge and spin in eV: 0.8171
Molecular weight in g/mol: 116.1
Net charge: 0

Geometry as XYZ:
```
16
C5H8O3, DFT ωB97M-V/def2-TZVPD
C -1.019 1.247 1.065
C -0.546 0.196 0.106
C -1.562 -0.356 -0.834
C 0.741 -0.186 0.132
O 1.627 0.415 1.023
C 1.361 -1.231 -0.737
O 0.850 -2.181 -1.262
O 2.564 -0.701 -1.186
H -2.101 1.237 1.152
H -0.603 1.102 2.051
H -0.707 2.228 0.726
H -2.415 -0.755 -0.290
H -1.939 0.429 -1.485
H -1.186 -1.174 -1.437
H 2.035 -0.258 1.575
H 2.900 -0.012 -0.598
```

[8]
Formula: C5H8O3
Source: OMol25
Level of theory: ωB97M-V/def2-TZVPD

Summary:
Kohn-Sham gap in eV: 10.66
ΔE to the lowest compared entry with this formula, charge and spin in eV: 5.6254
Molecular weight in g/mol: 116.1
Net charge: 0

Geometry as XYZ:
```
16
C5H8O3, DFT ωB97M-V/def2-TZVPD
C 2.056 -0.002 -0.067
C 0.145 -0.915 0.040
C -1.344 -1.103 -0.085
C -1.470 0.533 -0.263
C -0.088 1.060 0.420
H 2.767 0.011 -0.902
H 2.590 0.303 0.848
H 0.226 -0.379 -0.871
H -1.820 -1.426 0.859
H -1.667 -1.592 -0.977
H -2.321 0.949 0.254
H -1.530 0.810 -1.295
H -0.221 1.963 1.014
O 1.501 -1.342 0.097
O 1.094 1.181 -0.334
O 0.083 -0.050 1.263
```

[9]
Formula: C5H8O4
Source: OMol25
Level of theory: ωB97M-V/def2-TZVPD

Summary:
Kohn-Sham gap in eV: 7.75
ΔE to the lowest compared entry with this formula, charge and spin in eV: 0.9870
Molecular weight in g/mol: 132.1
Net charge: -2

Geometry as XYZ:
```
17
C5H8O4, DFT ωB97M-V/def2-TZVPD
C -0.011 2.025 -0.268
C 0.257 0.574 -0.452
C -1.533 2.391 -0.663
O -1.820 3.606 -0.821
O -2.328 1.426 -0.730
H 0.029 2.371 0.762
H 0.425 2.629 -1.063
H -0.177 0.113 -1.325
H -0.164 -0.074 0.321
H 1.295 0.173 -0.439
C 1.555 -1.854 1.921
C 1.261 -2.504 0.498
O 2.148 -2.381 -0.364
O 0.140 -3.045 0.526
H 1.007 -2.437 2.676
H 0.999 -0.916 2.077
H 2.543 -1.640 2.327
```

[10]
Formula: C5H8OS2
Source: OMol25
Level of theory: ωB97M-V/def2-TZVPD

Summary:
Kohn-Sham gap in eV: 9.17
ΔE to the lowest compared entry with this formula, charge and spin in eV: 3.1469
Molecular weight in g/mol: 148.3
Net charge: 0

Geometry as XYZ:
```
16
C5H8OS2, DFT ωB97M-V/def2-TZVPD
O -0.950 -0.411 -1.424
C 0.216 -0.404 -0.667
C 0.772 0.983 -0.969
S -0.519 1.991 0.035
C -1.228 0.528 0.976
C -0.053 -0.420 0.833
S 1.331 0.017 1.905
C 0.322 -1.696 0.072
H -0.681 -0.821 -2.261
H 0.589 1.219 -2.029
H 1.777 1.304 -0.711
H -2.135 0.055 0.516
H -1.533 0.882 1.942
H 1.277 1.314 1.827
H -0.439 -2.379 -0.327
H 1.255 -2.163 0.283
```

- What is the molecular weight in the tenth record?
  148.3 g/mol